## 1
Here is a cluster of 2 separate species, C4H2N2S in total from the OMol25 dataset. Energies are from ωB97M-V/def2-TZVPD.

```
! RIJCOSX wB97M-V def2-TZVPD def2/J DEFGRID3
* xyz 0 1
C 1.409 -0.084 1.336
C -1.523 -0.100 -1.156
C 0.996 -0.409 0.081
C -0.867 0.640 -0.177
N 1.639 0.378 2.372
N -1.810 -0.902 -1.950
S 1.426 -1.453 -1.010
H -0.301 1.596 -0.438
H -0.969 0.334 0.942
*
```

As for the HOMO-LUMO gap: 7.355 eV. The molar mass is 110.14 g mol⁻¹.



## 2
Here is the molecule C4H2N2S from the OMol25 dataset. Energies are from ωB97M-V/def2-TZVPD.

```
! RIJCOSX wB97M-V def2-TZVPD def2/J DEFGRID3
* xyz 0 1
C 0.047 -0.063 -0.796
C 0.891 0.982 -0.823
C -0.390 -0.334 0.554
C 0.131 0.530 1.580
N -1.146 -1.318 0.849
N -1.797 -2.181 1.146
S 1.145 1.632 0.782
H -0.279 -0.662 -1.630
H 1.398 1.412 -1.664
*
```

As for the HOMO-LUMO gap: 8.422 eV. The molar mass is 110.14 g mol⁻¹.



## 3
Here is the molecule C4H2N2S from the OMol25 dataset. Energies are from ωB97M-V/def2-TZVPD.

```
! RIJCOSX wB97M-V def2-TZVPD def2/J DEFGRID3
* xyz 0 1
N -1.530 0.102 1.770
C -1.183 -0.188 0.717
C -0.784 -0.542 -0.584
C 0.389 -0.281 -1.167
S 1.799 0.560 -0.542
C 1.302 0.909 1.033
N 0.961 1.125 2.102
H -1.533 -1.088 -1.146
H 0.580 -0.596 -2.184
*
```

As for the HOMO-LUMO gap: 9.585 eV. The molar mass is 110.14 g mol⁻¹. As for the SMILES: N#C/C=C\SC#N.



Most stable: 3 (next structure +1.597 eV)



## 1
Here is a cluster of 11 separate species, C33H33F11O33 in total from the OMol25 dataset. Energies are from ωB97M-V/def2-TZVPD.

```
! RIJCOSX wB97M-V def2-TZVPD def2/J DEFGRID3
* xyz 0 1
O -2.372 -2.535 -1.134
C -3.332 -2.086 -1.771
O -4.139 -1.068 -1.275
C -5.305 -0.900 -2.065
C -4.724 -1.248 -3.448
F -4.113 -0.165 -3.963
O -3.701 -2.174 -3.121
H -6.016 -1.601 -1.628
H -5.627 0.138 -1.991
H -5.511 -1.575 -4.128
O 2.423 -1.974 -0.152
C 2.018 -3.119 -0.027
O 0.854 -3.462 0.674
C 0.591 -4.853 0.488
C 1.754 -5.393 -0.239
F 1.460 -5.973 -1.358
O 2.469 -4.252 -0.598
H 0.425 -5.270 1.482
H -0.409 -4.949 0.064
H 2.531 -5.939 0.295
O 1.401 -5.443 6.402
C 2.256 -4.963 5.656
O 3.641 -4.958 5.852
C 4.181 -4.113 4.914
C 3.062 -3.700 4.007
F 3.102 -4.140 2.774
O 1.941 -4.095 4.683
H 4.849 -3.447 5.460
H 4.832 -4.652 4.226
H 3.143 -2.613 4.003
O -3.428 4.452 3.370
C -2.291 4.241 2.981
O -1.717 4.888 1.994
C -0.362 4.408 1.700
C -0.087 3.545 3.021
F 0.750 4.160 3.838
O -1.394 3.375 3.569
H -0.405 3.991 0.694
H 0.236 5.319 1.693
H 0.422 2.641 2.688
O -1.114 -3.001 3.009
C -1.552 -2.295 3.902
O -1.388 -2.567 5.267
C -1.948 -1.444 5.989
C -2.315 -0.365 5.036
F -1.309 0.559 4.795
O -2.392 -1.139 3.796
H -2.871 -1.803 6.444
H -1.193 -1.069 6.680
H -3.269 0.139 5.188
O -2.236 -2.241 -6.183
C -1.450 -2.972 -5.585
O -0.454 -3.727 -6.100
C 0.237 -4.473 -5.066
C -0.330 -3.814 -3.734
F 0.593 -3.072 -3.298
O -1.327 -2.964 -4.196
H -0.094 -5.511 -5.039
H 1.327 -4.435 -5.054
H -0.655 -4.513 -2.964
O 6.380 -0.946 4.462
C 5.459 -0.318 3.895
O 5.581 0.482 2.892
C 4.336 1.116 2.509
C 3.383 0.306 3.358
F 2.888 -0.719 2.618
O 4.170 -0.259 4.427
H 4.261 2.153 2.836
H 4.082 0.938 1.464
H 2.523 0.904 3.659
O -0.284 -1.409 -8.867
C -0.185 -0.246 -8.504
O -0.807 0.843 -9.058
C -0.587 2.042 -8.288
C 0.069 1.570 -6.979
F -0.910 1.552 -6.118
O 0.410 0.253 -7.287
H -0.155 2.870 -8.851
H -1.507 2.589 -8.082
H 0.749 2.312 -6.560
O 1.692 2.450 -0.056
C 0.916 1.514 -0.290
O -0.101 1.071 0.553
C -0.529 -0.178 0.143
C -0.301 -0.177 -1.310
F -1.409 0.155 -1.982
O 0.913 0.730 -1.416
H 0.182 -0.920 0.506
H -1.521 -0.583 0.343
H -0.186 -1.223 -1.594
O -6.471 3.122 3.013
C -5.887 2.688 2.014
O -6.007 3.264 0.832
C -5.456 2.451 -0.146
C -4.596 1.478 0.705
F -3.302 1.708 0.800
O -5.197 1.633 1.946
H -6.206 2.040 -0.822
H -4.905 3.111 -0.817
H -4.816 0.506 0.262
O 1.612 7.097 -1.044
C 2.814 6.918 -1.142
O 3.703 7.743 -1.721
C 5.022 7.516 -1.303
C 4.873 6.263 -0.394
F 5.538 6.422 0.767
O 3.451 6.060 -0.391
H 5.853 7.474 -2.007
H 5.271 8.249 -0.536
H 5.529 5.596 -0.955
*
```

As for the HOMO-LUMO gap: 10.698 eV. The molar mass is 1166.57 g mol⁻¹. As for the SMILES: O=C1OC[C@@H](F)O1.O=C1OC[C@@H](F)O1.O=C1OC[C@@H](F)O1.O=C1OC[C@@H](F)O1.O=C1OC[C@@H](F)O1.O=C1OC[C@@H](F)O1.O=C1OC[C@@H](F)O1.O=C1OC[C@@H](F)O1.O=C1OC[C@@H](F)O1.O=C1OC[C@@H](F)O1.O=C1OC[C@@H](F)O1.



## 2
Here is a cluster of 11 separate species, C33H33F11O33 in total from the OMol25 dataset. Energies are from ωB97M-V/def2-TZVPD.

```
! RIJCOSX wB97M-V def2-TZVPD def2/J DEFGRID3
* xyz 0 1
O 2.457 6.190 1.329
C 2.129 5.421 2.175
O 2.993 4.740 2.896
C 2.290 3.971 3.873
C 0.934 4.635 3.850
F 0.860 5.557 4.778
O 0.843 5.234 2.615
H 2.392 2.928 3.572
H 2.739 4.062 4.862
H 0.091 3.978 4.065
O 0.689 -0.628 -4.016
C 1.405 0.259 -4.424
O 1.171 0.992 -5.469
C 2.154 2.027 -5.593
C 3.222 1.372 -4.748
F 4.034 2.244 -4.125
O 2.504 0.649 -3.816
H 2.528 2.150 -6.609
H 1.851 2.960 -5.118
H 3.848 0.620 -5.229
O -2.199 6.377 -1.213
C -1.017 5.914 -1.402
O 0.149 6.457 -1.114
C 1.177 5.721 -1.731
C 0.526 4.339 -1.756
F 0.656 3.809 -0.471
O -0.808 4.721 -1.999
H 1.342 6.116 -2.734
H 2.118 5.828 -1.191
H 0.888 3.579 -2.449
O 4.777 -4.319 1.622
C 3.998 -3.565 2.250
O 2.895 -3.007 1.700
C 2.154 -2.336 2.761
C 2.969 -2.678 4.098
F 2.339 -3.688 4.753
O 4.146 -3.242 3.555
H 2.188 -1.269 2.541
H 1.117 -2.666 2.828
H 3.123 -1.834 4.772
O -2.068 -3.218 1.263
C -3.213 -2.876 1.461
O -3.943 -3.147 2.549
C -4.960 -2.178 2.659
C -4.973 -1.500 1.244
F -4.774 -0.189 1.454
O -3.819 -2.028 0.604
H -5.937 -2.657 2.719
H -4.758 -1.440 3.435
H -5.861 -1.648 0.629
O -3.872 1.543 3.437
C -3.703 2.718 3.061
O -2.631 3.437 3.449
C -2.585 4.591 2.670
C -4.094 4.887 2.430
F -4.343 5.522 1.313
O -4.545 3.485 2.413
H -1.974 5.425 3.013
H -2.081 4.285 1.753
H -4.614 5.423 3.224
O 0.040 2.313 2.019
C 0.111 1.447 1.131
O -0.611 0.297 1.176
C -0.139 -0.615 0.213
C 0.511 0.385 -0.781
F -0.375 1.011 -1.494
O 0.947 1.364 0.099
H 0.532 -1.219 0.822
H -0.931 -1.231 -0.214
H 1.283 -0.003 -1.447
O 0.420 -3.749 -0.110
C 0.906 -4.886 0.033
O 1.318 -5.375 1.260
C 1.804 -6.726 1.144
C 1.742 -6.910 -0.374
F 0.894 -7.900 -0.678
O 1.205 -5.685 -0.914
H 2.776 -6.897 1.608
H 0.974 -7.246 1.622
H 2.711 -7.089 -0.841
O -2.156 -2.548 -2.122
C -2.397 -3.737 -2.047
O -3.408 -4.313 -1.360
C -3.302 -5.712 -1.451
C -2.129 -5.939 -2.444
F -2.726 -6.433 -3.546
O -1.671 -4.637 -2.715
H -3.219 -6.263 -0.514
H -4.227 -6.143 -1.836
H -1.359 -6.662 -2.173
O 7.896 -2.078 -1.178
C 6.904 -1.320 -1.081
O 6.684 -0.216 -1.898
C 5.414 0.213 -1.732
C 5.088 -0.259 -0.311
F 3.852 -0.610 -0.175
O 5.829 -1.483 -0.205
H 5.397 1.301 -1.800
H 4.780 -0.296 -2.458
H 5.350 0.477 0.449
O -6.491 0.723 -3.069
C -5.418 0.947 -2.517
O -4.207 0.763 -3.098
C -3.298 0.779 -2.029
C -4.001 1.609 -1.003
F -3.555 2.887 -0.964
O -5.371 1.506 -1.352
H -3.293 -0.235 -1.629
H -2.358 1.182 -2.407
H -3.649 1.160 -0.074
*
```

As for the HOMO-LUMO gap: 10.269 eV. The molar mass is 1166.57 g mol⁻¹. As for the SMILES: O=C1OC[C@@H](F)O1.O=C1OC[C@@H](F)O1.O=C1OC[C@@H](F)O1.O=C1OC[C@@H](F)O1.O=C1OC[C@@H](F)O1.O=C1OC[C@@H](F)O1.O=C1OC[C@@H](F)O1.O=C1OC[C@@H](F)O1.O=C1OC[C@@H](F)O1.O=C1OC[C@@H](F)O1.O=C1OC[C@@H](F)O1.



Most stable: 2 (next structure +2.701 eV)



## 1
Here is a structure of composition C4H11NO3S2 from the OMol25 dataset. Energies are from ωB97M-V/def2-TZVPD.

```
! RIJCOSX wB97M-V def2-TZVPD def2/J DEFGRID3
* xyz 0 1
C -0.958 0.185 0.347
C -2.445 0.293 0.874
C -0.391 -1.160 -0.197
C 1.121 -1.208 -0.710
H -0.519 2.194 -0.331
H -1.702 1.290 -1.557
H -0.238 0.576 1.064
H -2.702 -0.296 1.818
H -2.693 1.355 1.078
H -4.677 0.842 -0.480
H -0.719 -2.046 0.708
H -0.764 -1.686 -1.407
H 1.653 -2.213 -0.559
H 1.153 -0.990 -1.795
H 1.116 1.609 -0.790
N -0.633 1.173 -0.815
O 2.108 1.277 -0.807
O 3.523 -0.724 0.049
O 1.658 0.433 1.456
S -3.936 -0.320 -0.139
S 2.201 -0.017 0.169
*
```

As for the HOMO-LUMO gap: 9.877 eV. The molar mass is 185.27 g mol⁻¹.



## 2
Here is a structure of composition C4H11NO3S2 from the OMol25 dataset. Energies are from ωB97M-V/def2-TZVPD.

```
! RIJCOSX wB97M-V def2-TZVPD def2/J DEFGRID3
* xyz 0 1
C 2.888 -1.768 -0.302
C -2.836 1.634 -0.609
C 2.778 -0.252 -0.127
C -1.697 1.309 0.329
N 0.340 0.315 -1.337
O 1.201 1.577 1.016
O -1.731 -1.092 -0.851
O 0.017 -0.666 0.813
S 1.451 0.185 1.144
S -0.781 -0.082 -0.461
H 1.976 -2.047 -0.924
H 3.819 -1.910 -1.011
H 2.881 -2.463 0.523
H -3.764 1.136 -0.213
H -3.045 2.670 -0.680
H -2.762 1.278 -1.643
H 2.699 0.124 -1.047
H 3.571 0.290 0.374
H -2.068 1.002 1.386
H -1.015 2.252 0.587
H 0.161 0.653 -2.277
*
```

As for the HOMO-LUMO gap: 10.098 eV. The molar mass is 185.27 g mol⁻¹.



Most stable: 2 (next structure +0.936 eV)